[1]
# C35H64BrCeN14O3Se

C35H64BrCeN14O3Se as an isolated structure in a non-equilibrium geometry (ωB97M-V/def2-TZVPD, the OMol25 dataset).

Output
Frontier orbital gap (alpha / beta), eV: 5.6 / 5.6

Geometry as ORCA input:
```
! RIJCOSX wB97M-V def2-TZVPD def2/J DEFGRID3
* xyz 0 2
Ce 0.552 -0.982 0.027
C -0.223 -5.475 -3.743
N -0.850 -4.179 -3.717
C -2.094 -4.067 -4.476
C -0.232 -3.078 -3.136
N -0.793 -2.340 -2.191
C -2.127 -2.701 -1.816
C -2.687 -1.949 -0.588
N -2.160 -0.573 -0.290
C -2.497 -0.227 1.134
C -1.977 1.148 1.673
N -0.600 1.186 2.101
C -0.304 2.167 2.939
N 0.986 2.407 3.321
C 1.336 3.628 4.083
C 2.074 1.462 3.265
N -1.270 2.935 3.617
C -1.414 2.750 5.043
C -2.069 3.973 3.008
C -2.854 0.409 -1.235
C -2.102 0.637 -2.574
N -0.867 1.342 -2.446
C -0.700 2.562 -2.877
N -1.687 3.400 -3.411
C -2.947 3.610 -2.737
C -1.492 4.089 -4.665
N 0.555 3.138 -2.925
C 1.712 2.368 -3.265
C 0.783 4.520 -2.527
N 1.027 -2.717 -3.606
C 2.144 -3.649 -3.729
C 1.166 -1.369 -4.167
H -1.001 -6.255 -3.684
H 0.436 -5.593 -2.862
H 0.384 -5.631 -4.638
H -1.872 -4.189 -5.552
H -2.538 -3.058 -4.348
H -2.814 -4.853 -4.162
H -2.242 -3.784 -1.589
H -2.865 -2.491 -2.633
H -2.543 -2.534 0.313
H -3.801 -1.877 -0.709
H -2.146 -1.078 1.743
H -3.609 -0.284 1.230
H -2.684 1.334 2.508
H -2.192 1.923 0.904
H 2.353 3.912 3.766
H 1.386 3.408 5.165
H 0.636 4.460 3.928
H 2.379 1.199 4.285
H 2.956 1.925 2.803
H 1.803 0.548 2.731
H -0.835 1.870 5.340
H -2.483 2.553 5.279
H -1.066 3.620 5.637
H -1.743 4.134 1.968
H -1.929 4.931 3.564
H -3.151 3.692 3.000
H -3.034 1.363 -0.698
H -3.849 -0.004 -1.467
H -2.813 1.145 -3.258
H -1.868 -0.346 -3.029
H -2.928 3.043 -1.791
H -3.797 3.267 -3.344
H -3.088 4.687 -2.492
H -0.619 3.687 -5.201
H -1.359 5.176 -4.506
H -2.390 3.958 -5.303
H 1.440 1.427 -3.769
H 2.316 2.064 -2.377
H 2.372 2.895 -3.965
H -0.090 5.145 -2.681
H 1.647 4.892 -3.092
H 1.029 4.538 -1.452
H 2.086 -4.381 -2.913
H 3.070 -3.037 -3.575
H 2.224 -4.159 -4.690
H 0.786 -1.341 -5.212
H 2.228 -1.090 -4.165
H 0.581 -0.675 -3.542
N -0.601 -4.861 2.808
C -0.143 -4.027 1.811
O -0.768 -3.016 1.466
C 1.191 -4.409 1.236
C 1.484 -3.632 -0.037
H -1.550 -4.734 3.174
H -0.165 -5.776 2.932
H 1.093 -5.487 1.022
H 1.972 -4.325 2.019
H 0.683 -3.812 -0.761
H 2.513 -3.665 -0.427
C 4.780 2.802 -0.225
N 3.377 3.135 0.172
C 3.066 4.497 0.691
C 2.418 2.207 0.063
N 1.684 1.295 0.009
H 5.064 3.304 -1.168
H 4.854 1.725 -0.390
H 5.488 3.130 0.560
H 3.129 5.259 -0.116
H 3.841 4.741 1.441
H 2.064 4.482 1.153
Br -2.757 -3.412 7.095
C -1.297 -2.804 6.032
C -0.065 -3.466 6.014
C 0.946 -2.988 5.202
C 0.680 -2.002 4.259
C -0.529 -1.284 4.337
C -1.513 -1.688 5.236
C 1.811 -1.769 3.176
O 2.976 -1.960 3.539
O 1.430 -1.404 1.993
H 0.074 -4.317 6.661
H 1.917 -3.444 5.243
H -0.685 -0.449 3.654
H -2.467 -1.163 5.372
Se 4.687 0.240 -3.191
C 3.520 -0.505 -2.145
N 2.644 -0.977 -1.463
*
```

Atomic partial charges in e from the Mulliken method, atoms 1 to 6:
1. Ce 1.500
2. C -0.976
3. N 0.605
4. C -1.052
5. C -1.588
6. N 1.239

***

[2]
# C10H19NSiZr

C10H19NSiZr as an isolated structure in a non-equilibrium geometry (ωB97M-V/def2-TZVPD, the OMol25 dataset).

Output
Relative energy (zero: lowest compared OMol25 entry of this formula, charge and spin), kcal/mol: 90.34
Frontier orbital gap, eV: 5.1

Geometry as ORCA input:
```
! RIJCOSX wB97M-V def2-TZVPD def2/J DEFGRID3
* xyz 0 1
C 1.860 -0.987 -0.951
C 1.340 -0.110 -1.994
C 0.004 -0.497 -2.280
C -0.351 -1.615 -1.441
C 0.816 -1.966 -0.651
Zr 0.296 0.197 0.275
N -0.841 -1.156 1.704
C 1.598 1.679 0.959
C 1.431 2.607 -0.037
H -0.600 -0.108 -3.085
H 1.924 0.660 -2.492
H -1.245 -2.231 -1.538
H 0.909 -2.781 0.086
H 2.882 -0.988 -0.562
H 1.985 2.501 -0.990
H 1.205 1.687 2.030
H -0.101 -1.159 2.527
H 0.606 3.302 0.160
H 2.343 0.805 1.012
C -3.045 1.550 1.805
Si -2.378 -0.193 1.312
C -2.683 -1.390 2.759
C -3.653 -0.742 -0.055
H -2.379 2.011 2.543
H -4.053 1.570 2.259
H -3.103 2.266 0.971
H -3.642 -1.419 3.249
H -2.405 -2.370 2.321
H -1.969 -1.108 3.566
H -4.701 -0.819 0.292
H -3.695 -0.074 -0.928
H -3.400 -1.737 -0.440
*
```

Atomic partial charges in e from the Mulliken method, atoms 1 to 6:
1. C -0.648
2. C -0.665
3. C -0.537
4. C -0.448
5. C -0.407
6. Zr 0.331

***

[3]
# C12H21Br2CoN2O6P2

C12H21Br2CoN2O6P2 as an isolated structure (ωB97M-V/def2-TZVPD, the OMol25 dataset).

Output
Relative energy (zero: lowest compared OMol25 entry of this formula, charge and spin), kcal/mol: 0.00
Frontier orbital gap (alpha / beta), eV: 8.1 / 8.5

Geometry as ORCA input:
```
! RIJCOSX wB97M-V def2-TZVPD def2/J DEFGRID3
* xyz -1 2
Co 0.048 0.852 0.272
C -0.304 -2.608 -0.177
P -0.321 -0.962 -0.948
C 0.539 -1.212 -2.533
C -2.052 -0.811 -1.546
C -2.301 0.610 -2.069
P -1.261 1.852 -1.164
C -0.476 2.833 -2.475
C -2.516 2.966 -0.474
H -0.802 -3.331 -0.828
H -0.828 -2.581 0.778
H 0.731 -2.905 -0.009
H 0.150 -2.114 -3.010
H 1.616 -1.290 -2.422
H 0.342 -0.355 -3.182
H -2.691 -1.021 -0.689
H -2.245 -1.555 -2.323
H -3.352 0.882 -1.964
H -2.056 0.683 -3.132
H -1.214 3.267 -3.152
H 0.220 2.201 -3.026
H 0.106 3.621 -1.997
H -2.029 3.826 -0.024
H -3.050 2.421 0.305
H -3.208 3.278 -1.259
Br 3.349 1.037 1.891
C 1.925 0.034 2.618
C 2.219 -0.597 3.818
C 1.216 -1.283 4.468
C -0.051 -1.279 3.920
C -0.263 -0.617 2.725
N 0.723 0.004 2.044
C -1.698 -0.535 2.178
O -2.554 -1.211 2.749
O -1.841 0.245 1.195
H 3.220 -0.534 4.215
H 1.419 -1.792 5.403
H -0.901 -1.762 4.378
O 3.436 -3.016 -1.046
N 3.241 -1.823 -0.803
O 3.691 -0.929 -1.572
O 2.548 -1.465 0.174
O 1.989 1.408 -1.082
H 2.545 0.603 -1.182
H 2.376 1.881 -0.337
Br 0.365 3.085 1.296
*
```

Atomic partial charges in e from the Mulliken method, atoms 1 to 6:
1. Co -0.274
2. C -1.359
3. P 1.133
4. C -1.179
5. C -0.889
6. C -1.299

***

[4]
# C5H8ClN2O2S

An isolated ion of composition C5H8ClN2O2S and charge +1 in a non-equilibrium geometry (ωB97M-V/def2-TZVPD, the OMol25 dataset).

Output
Relative energy (zero: lowest compared OMol25 entry of this formula, charge and spin), kcal/mol: 36.66
Frontier orbital gap, eV: 7.6

Geometry as ORCA input:
```
! RIJCOSX wB97M-V def2-TZVPD def2/J DEFGRID3
* xyz 1 1
C -0.984 0.232 -0.848
C 0.116 -0.310 -0.128
C -3.761 -0.053 0.239
C 1.411 -2.276 0.321
C -1.470 1.624 -0.753
N -1.919 -0.710 -1.405
N -0.993 2.677 -0.057
O 0.937 0.427 0.616
O 0.293 -1.611 -0.253
S -3.028 -1.512 -0.325
Cl -4.939 -0.139 1.360
H 1.399 -3.296 -0.143
H 1.147 -2.437 1.454
H 2.381 -1.653 0.172
H -2.327 1.763 -1.247
H -1.316 -1.513 -1.644
H 1.668 -0.069 0.960
H -0.160 2.698 0.516
H -1.639 3.461 -0.094
*
```

Atomic partial charges in e from the Mulliken method, atoms 1 to 6:
1. C -0.181
2. C 0.856
3. C -0.043
4. C -0.823
5. C -0.236
6. N -0.452

***

[5]
# C7H12N2O2

One molecule with the formula C7H12N2O2 in a non-equilibrium geometry (ωB97M-V/def2-TZVPD, the OMol25 dataset).

Output
Relative energy (zero: lowest compared OMol25 entry of this formula, charge and spin), kcal/mol: 8.32
Frontier orbital gap, eV: 10.6

Geometry as ORCA input:
```
! RIJCOSX wB97M-V def2-TZVPD def2/J DEFGRID3
* xyz 0 1
C -1.338 1.817 0.291
C -0.620 0.713 1.077
C 0.247 -0.246 0.231
C -0.387 -1.431 -0.353
C -1.683 -1.308 -1.163
N 0.976 0.479 -0.773
C 2.342 0.525 -0.612
O 3.248 1.069 -1.261
N 2.602 -0.255 0.550
C 1.423 -0.674 1.116
O 1.416 -1.189 2.234
H -1.907 1.473 -0.655
H -0.636 2.683 0.062
H -2.044 2.244 1.083
H 0.043 1.195 1.894
H -1.420 0.059 1.535
H 0.347 -1.943 -1.060
H -0.525 -2.070 0.520
H -2.022 -2.308 -1.543
H -2.510 -0.901 -0.546
H -1.685 -0.518 -2.011
H 0.575 0.791 -1.682
H 3.557 -0.205 1.065
*
```

Atomic partial charges in e from the Mulliken method, atoms 1 to 6:
1. C -1.070
2. C -0.686
3. C 1.300
4. C -0.734
5. C -1.188
6. N -0.020